Entry 1:
# CHNO3S2

CHNO3S2 as an isolated structure (ωB97M-V with the def2-TZVPD basis set, OMol25).

Results
Energy = -30350.9041 eV
Net charge = -2
Energy above the lowest of the compared OMol25 structures with the same formula, charge and spin = 399.4 kJ/mol

CARTESIAN COORDINATES (ANGSTROEM)
C -0.392 -0.686 -1.427
N -0.203 0.270 -0.541
O -0.715 1.696 1.330
O -0.535 -1.893 -1.407
O 0.047 -1.144 2.534
S 2.163 1.167 0.864
S 0.142 0.558 0.993
H -0.506 0.033 -2.346

---

Entry 2:
# C7H12N2

A 2-piece molecular cluster, C7H12N2 overall (ωB97M-V with the def2-TZVPD basis set, OMol25).

Results
Energy = -10428.2572 eV
Net charge = 0
Energy above the lowest of the compared OMol25 structures with the same formula, charge and spin = 503.6 kJ/mol

CARTESIAN COORDINATES (ANGSTROEM)
C -1.729 -0.935 -0.419
C 1.302 -1.499 0.648
C 1.750 -0.441 -0.368
C 0.874 -0.126 0.817
C 3.071 0.101 -0.328
C -2.206 1.388 -1.031
C -2.031 0.375 -0.019
N -1.562 -2.107 -0.579
N -2.544 0.560 1.244
H 0.482 -2.233 0.273
H 2.090 -2.118 1.106
H 1.144 -0.443 -1.218
H 1.154 0.552 1.631
H 3.406 -0.070 0.718
H 3.028 1.182 -0.556
H 3.817 -0.273 -1.170
H -1.143 1.507 -1.450
H -2.552 2.296 -0.624
H -2.795 1.054 -1.941
H -2.956 1.453 1.485
H -2.599 -0.223 1.780

---

Entry 3:
# C2H5N3O

The molecule C2H5N3O (ωB97M-V with the def2-TZVPD basis set, OMol25).

Results
Energy = -8673.1239 eV
SMILES string = [H]/N=C/NC(N)=O
Net charge = 0
Energy above the lowest of the compared OMol25 structures with the same formula, charge and spin = 50.0 kJ/mol

CARTESIAN COORDINATES (ANGSTROEM)
N 0.908 -1.884 -0.279
C 0.647 -0.561 -0.023
O 1.381 0.104 0.690
N -0.497 0.022 -0.559
C -0.668 1.306 0.051
N -1.508 1.500 0.970
H 1.827 -2.130 0.064
H 0.634 -2.326 -1.143
H -1.325 -0.540 -0.720
H 0.039 2.041 -0.340
H -1.439 2.468 1.289

---

Entry 4:
# C43H47GeN5O14P2Ta

C43H47GeN5O14P2Ta as an isolated structure (ωB97M-V with the def2-TZVPD basis set, OMol25).

Results
Energy = -158112.5970 eV
Net charge = +1
Energy above the lowest of the compared OMol25 structures with the same formula, charge and spin = 315.4 kJ/mol

CARTESIAN COORDINATES (ANGSTROEM)
Ta 2.186 -2.812 0.969
C 5.852 -6.048 -0.770
C 5.159 -5.428 0.452
O 5.865 -6.079 1.542
P 3.345 -5.882 0.433
O 3.044 -5.847 -1.140
O 3.095 -7.394 0.677
O 2.527 -4.927 1.217
P 5.489 -3.557 0.442
O 5.975 -3.394 2.076
O 5.752 -0.534 0.988
O 3.996 -2.995 0.494
H 5.631 -7.133 -0.795
H 6.928 -5.988 -0.621
H 5.517 -5.609 -1.706
H 5.917 -5.523 2.329
H 2.087 -5.655 -1.328
H 3.134 -7.628 1.605
H 6.052 -2.456 2.328
C -6.707 10.943 -4.532
O -5.743 10.151 -5.282
C -5.342 8.991 -4.744
C -4.967 7.988 -5.628
C -4.584 6.771 -5.166
C -4.402 6.586 -3.758
C -4.752 7.599 -2.859
C -5.286 8.798 -3.363
C -3.804 5.335 -3.291
N -3.515 4.315 -4.115
C -2.954 3.347 -3.307
C -2.738 3.812 -2.008
N -3.319 5.100 -2.017
C -2.230 3.021 -0.943
C -2.103 3.417 0.426
C -1.573 2.517 1.333
C -1.188 1.260 0.815
N -1.365 0.845 -0.390
C -1.866 1.707 -1.303
C -1.929 1.256 -2.700
N -1.560 0.032 -3.022
C -1.539 -0.329 -4.284
C -1.910 0.492 -5.361
C -2.375 1.747 -5.037
C -2.390 2.137 -3.721
H -6.926 11.756 -5.252
H -6.225 11.413 -3.667
H -7.589 10.293 -4.200
H -5.118 8.157 -6.723
H -4.501 5.964 -5.875
H -4.451 7.561 -1.785
H -5.460 9.640 -2.675
H -3.468 5.692 -1.228
H -2.254 4.462 0.712
H -1.526 2.733 2.384
H -0.714 0.518 1.462
H -1.187 -1.309 -4.551
H -1.984 0.026 -6.367
H -2.551 2.546 -5.773
C 2.574 2.182 -0.703
Ge 3.521 0.463 -0.726
C 4.778 0.467 0.858
C 4.448 0.072 -2.469
C 2.190 -1.049 -0.405
H 2.334 2.414 -1.752
H 3.220 2.970 -0.351
H 1.649 2.065 -0.162
H 5.263 1.440 0.826
H 6.570 -0.276 0.471
H 4.118 0.383 1.750
H 4.655 -0.987 -2.612
H 5.447 0.599 -2.472
H 3.831 0.335 -3.294
H 2.147 -1.672 -1.357
H 1.263 -0.451 -0.286
C 0.201 -1.423 8.735
C 0.644 -1.352 7.295
C 0.993 -2.561 6.706
C 1.402 -2.676 5.424
C 1.542 -4.111 5.025
C 1.591 -1.533 4.643
C 1.382 -0.264 5.233
C 1.795 1.096 4.718
C 0.891 -0.225 6.544
C 2.111 -1.750 3.253
O 2.615 -2.934 2.983
O 1.957 -0.909 2.315
H -0.152 -0.420 9.096
H 0.981 -1.826 9.412
H -0.664 -2.121 8.796
H 0.957 -3.436 7.373
H 0.899 -4.723 5.720
H 2.521 -4.496 5.189
H 1.252 -4.379 3.972
H 1.014 1.838 4.701
H 2.104 0.954 3.653
H 2.684 1.488 5.197
H 0.809 0.745 7.033
O 0.950 -3.622 -0.551
C -0.093 -3.412 0.228
O 0.123 -2.829 1.356
C -1.433 -3.605 -0.228
C -2.470 -4.076 0.690
C -3.619 -4.608 0.153
C -3.732 -4.614 -1.245
C -2.847 -4.005 -2.093
C -1.680 -3.483 -1.602
N -4.907 -5.213 -1.724
O -5.599 -5.753 -0.887
O -5.065 -5.121 -2.954
H -2.227 -4.098 1.751
H -4.453 -4.910 0.785
H -2.990 -3.947 -3.150
H -0.949 -3.042 -2.259

---

Entry 5:
# C46H46N12O2PbS3Se

C46H46N12O2PbS3Se as an isolated structure (ωB97M-V with the def2-TZVPD basis set, OMol25).

Results
Energy = -173514.0071 eV
Net charge = +2
Energy above the lowest of the compared OMol25 structures with the same formula, charge and spin = 72.0 kJ/mol

CARTESIAN COORDINATES (ANGSTROEM)
Pb -2.339 -0.349 0.734
N 0.466 -3.551 3.336
C -0.358 -2.551 3.017
N -1.042 -2.488 1.917
C -0.954 -3.522 1.012
N -1.723 -3.585 -0.032
N -2.642 -2.556 -0.097
C -3.764 -2.857 -0.623
C -4.851 -1.874 -0.697
C -6.028 -2.148 -1.368
C -7.022 -1.176 -1.372
C -6.804 0.012 -0.700
C -5.591 0.211 -0.049
N -4.641 -0.718 -0.059
C 0.018 -4.591 1.235
C 0.271 -5.602 0.302
C 1.194 -6.584 0.585
C 1.876 -6.577 1.806
C 1.643 -5.589 2.739
C 0.711 -4.597 2.443
H 0.913 -3.553 4.242
H -0.442 -1.742 3.735
H -3.933 -3.872 -0.972
H -6.164 -3.097 -1.869
H -7.955 -1.354 -1.889
H -7.556 0.787 -0.665
H -5.385 1.132 0.481
H -0.275 -5.597 -0.631
H 1.386 -7.370 -0.132
H 2.594 -7.355 2.026
H 2.170 -5.581 3.684
N 0.044 7.724 -0.033
C -0.751 6.650 0.237
C -2.144 6.749 0.121
C -2.949 5.661 0.382
C -2.371 4.457 0.767
C -0.990 4.337 0.882
C -0.185 5.420 0.611
S -3.399 3.137 1.206
O -4.742 3.409 0.770
O -3.165 2.764 2.572
N -2.849 1.839 0.328
C -2.912 1.857 -1.028
N -3.141 2.961 -1.742
C -3.199 2.796 -3.052
C -3.042 1.561 -3.687
C -2.796 0.484 -2.864
N -2.723 0.631 -1.544
H -0.367 8.628 -0.179
H 1.021 7.699 0.191
H -2.590 7.690 -0.176
H -4.022 5.734 0.284
H -0.547 3.395 1.186
H 0.891 5.331 0.698
H -3.387 3.694 -3.631
H -3.121 1.453 -4.757
H -2.676 -0.523 -3.252
S -3.421 -0.415 2.978
C -2.056 0.495 3.543
N -1.048 0.757 2.766
C -0.075 1.494 3.446
C 1.128 1.966 2.922
C 1.969 2.689 3.745
C 1.631 2.950 5.077
C 0.442 2.492 5.608
C -0.403 1.763 4.778
S -1.958 1.079 5.159
H 1.386 1.777 1.890
H 2.903 3.066 3.351
H 2.306 3.523 5.698
H 0.175 2.698 6.635
C 5.592 -0.286 1.333
C 4.652 -1.247 0.618
C 3.297 -1.331 1.310
C 2.302 -2.272 0.644
N 2.048 -1.925 -0.756
C 1.203 -0.972 -1.182
Se 0.236 0.150 -0.015
N 1.319 -0.853 -2.513
C 0.646 0.125 -3.369
C 1.161 1.552 -3.230
C 2.659 1.750 -3.470
C 3.563 1.294 -2.324
C 2.218 -1.809 -2.971
C 2.697 -2.094 -4.250
C 3.634 -3.098 -4.347
C 4.097 -3.791 -3.214
C 3.639 -3.499 -1.949
C 2.681 -2.491 -1.852
H 6.549 -0.212 0.820
H 5.788 -0.613 2.355
H 5.162 0.716 1.382
H 5.104 -2.243 0.572
H 4.517 -0.919 -0.417
H 2.853 -0.333 1.380
H 3.432 -1.685 2.337
H 1.344 -2.251 1.152
H 2.663 -3.302 0.650
H -0.414 0.072 -3.152
H 0.791 -0.228 -4.390
H 0.892 1.949 -2.248
H 0.594 2.133 -3.962
H 2.822 2.817 -3.628
H 2.955 1.263 -4.404
H 3.145 1.589 -1.357
H 4.548 1.753 -2.406
H 3.722 0.215 -2.311
H 2.360 -1.559 -5.126
H 4.030 -3.357 -5.319
H 4.839 -4.567 -3.341
H 4.015 -4.022 -1.081

---

Entry 6:
# CH7F2N3P2

A 2-piece molecular cluster, CH7F2N3P2 overall (ωB97M-V with the def2-TZVPD basis set, OMol25).

Results
Energy = -29633.8772 eV
Net charge = 0
Energy above the lowest of the compared OMol25 structures with the same formula, charge and spin = 160.3 kJ/mol

CARTESIAN COORDINATES (ANGSTROEM)
C -1.402 -2.867 -0.020
N 1.426 -0.417 0.644
N 0.126 3.113 -0.387
N -0.236 -2.350 -0.176
F 3.620 -1.134 -0.445
F -1.053 -0.152 0.692
P 2.918 0.188 0.306
P 0.188 -0.537 -0.322
H 0.746 3.401 0.363
H -2.119 -2.328 0.578
H -1.689 -3.802 -0.473
H -0.792 2.956 0.008
H 0.065 3.865 -1.061
H 0.436 -2.873 -0.736
H 3.447 -0.191 1.562

---

Entry 7:
# C4H3O3

C4H3O3 as an isolated structure (ωB97M-V with the def2-TZVPD basis set, OMol25).

Results
Energy = -10336.8361 eV
Net charge = -1
Energy above the lowest of the compared OMol25 structures with the same formula, charge and spin = 221.7 kJ/mol

CARTESIAN COORDINATES (ANGSTROEM)
C -0.537 -0.400 0.930
C -0.453 0.184 2.162
C -0.813 -0.308 -0.386
C 0.762 0.073 -1.470
O -1.735 -0.519 -1.090
O -0.954 0.408 3.207
O 0.721 0.170 1.603
H 1.151 -0.838 -1.885
H 1.549 0.618 -0.813
H 0.309 0.613 -2.258

---

Entry 8:
# C8H21NO2P2Tc

C8H21NO2P2Tc as an isolated structure (ωB97M-V with the def2-TZVPD basis set, OMol25).

Results
Energy = -34970.0528 eV
Expectation value of S² = 3.801
Multiplicity = 4
Net charge = +2
Energy above the lowest of the compared OMol25 structures with the same formula, charge and spin = 39.9 kJ/mol

CARTESIAN COORDINATES (ANGSTROEM)
Tc 1.505 -0.278 0.794
H -2.159 -2.214 -0.815
H -2.278 2.548 -0.850
P -0.678 -2.124 -0.252
P -0.928 2.147 -0.369
C 0.955 2.716 0.078
H 1.070 3.765 -0.223
H 1.094 2.604 1.158
H 1.675 2.080 -0.453
C -0.533 2.702 -2.155
H -1.385 2.411 -2.781
H -0.384 3.788 -2.176
H 0.363 2.168 -2.501
C -1.402 3.624 0.720
H -1.081 3.425 1.744
H -0.946 4.536 0.310
H -2.495 3.749 0.735
C -0.233 -2.427 -2.028
H -0.148 -3.504 -2.174
H -1.016 -1.979 -2.666
H 0.725 -1.920 -2.259
C 1.081 -2.947 0.321
H 1.125 -3.001 1.422
H 1.017 -3.964 -0.086
H 1.975 -2.468 -0.128
C -1.459 -3.661 0.543
H -2.558 -3.689 0.365
H -0.960 -4.525 0.083
H -1.280 -3.581 1.625
C 3.350 -0.274 1.052
O 4.528 -0.236 1.177
H 0.778 0.091 -0.652
O -0.135 0.065 4.607
C 0.229 0.136 3.487
N 0.588 0.235 2.347